Below is a structure of composition C42H37N3O2P2SY, with properties calculated with ωB97M-V with the def2-TZVPD basis set.

The geometry in XYZ format:
```
88
Properties=species:S:1:pos:R:3:forces:R:3
Y -0.289719 1.415348 0.906392 0.864 -1.340 1.429
C -2.109304 -0.561500 3.166029 -0.627 -1.170 0.507
P -2.475777 -1.681086 1.645570 -0.577 0.796 0.209
C -2.332199 -0.402764 0.304466 -0.843 0.087 -1.241
C -3.611336 0.138337 0.097654 1.773 -0.694 1.785
C -4.052509 0.936331 -0.965895 -0.182 1.802 -1.712
C -3.280635 1.682177 -1.801463 -0.949 -0.484 0.647
C -0.946251 0.816251 -1.526958 0.157 -0.357 -2.054
C -1.093336 -0.199192 -0.491236 -1.327 -0.901 0.911
C -1.129188 -2.845375 1.372124 1.143 -0.620 -0.644
C 0.273478 -2.642376 1.406141 -0.239 -0.216 -0.099
C 1.128548 -3.745319 1.272844 0.012 0.827 0.047
C 0.644343 -5.035664 1.096618 0.042 -0.055 -0.160
C -0.707799 -5.222897 0.853466 -0.360 0.638 0.167
C -1.571059 -4.129883 0.972228 -0.152 0.248 0.365
C -0.693512 -0.429179 3.535486 2.001 0.033 0.924
C 0.053903 -1.203777 4.446864 -0.761 0.374 -0.777
C 1.389409 -0.718313 4.444799 -0.120 1.143 -0.706
C 1.391609 0.403685 3.585015 -1.010 -2.309 0.854
C 2.498055 1.294189 3.263280 0.779 0.694 -0.584
P 2.662447 1.124567 1.375249 -0.444 0.323 1.064
C 3.653712 2.497887 0.854281 1.699 1.268 -1.480
C 3.024793 3.752935 0.707794 -0.543 -1.075 0.585
C 3.529843 4.757168 -0.067814 0.794 0.875 -0.587
C 4.752580 4.535089 -0.738600 0.124 0.789 -0.127
C 5.492654 3.386097 -0.491651 -0.085 -0.563 0.101
C 4.956636 2.362049 0.290433 -1.474 0.603 0.446
C 3.725266 -0.291380 1.042586 0.580 -0.640 0.628
C 3.527691 -1.118263 -0.074719 -0.310 0.590 0.562
C 4.385714 -2.171168 -0.302989 0.386 -0.262 0.137
C 5.401664 -2.472833 0.616714 0.062 -0.320 -0.732
C 5.666674 -1.641662 1.677735 -0.727 0.919 0.664
C 4.819783 -0.533255 1.893306 0.257 -0.548 -0.680
N 0.146817 0.543997 2.945583 -0.177 -0.526 1.250
H -2.641463 -1.077294 4.011936 0.453 0.443 -0.767
H -2.629769 0.408530 3.053745 0.147 -0.418 -0.236
H -4.362829 -0.128633 0.854790 0.258 -0.043 -0.485
H -5.142101 1.025620 -1.112522 0.607 -0.366 -0.189
H -3.718323 2.196642 -2.650226 0.120 -0.057 0.080
H 0.114407 1.143653 -1.640427 -0.215 0.612 0.289
H -0.497408 -1.076705 -0.732337 0.087 -0.087 0.545
H 0.703565 -1.626710 1.480684 -0.247 -0.703 0.313
H 2.200208 -3.563303 1.274775 -0.109 -0.097 0.194
H 1.337776 -5.873675 1.117231 -0.152 0.132 -0.193
H -1.138124 -6.180293 0.594931 0.194 -0.112 0.045
H -2.639396 -4.268662 0.774737 0.327 -0.015 0.265
H -0.317670 -2.042717 5.050225 0.090 0.494 -0.438
H 2.241957 -1.152382 5.002215 -0.684 0.613 -0.411
H 3.418823 0.946843 3.765048 -0.378 0.315 -0.269
H 2.298091 2.359297 3.588048 0.338 -0.923 -0.643
H 2.068879 3.885622 1.218433 0.013 0.110 -0.122
H 3.004682 5.733144 -0.144477 0.435 -0.872 -0.090
H 5.142616 5.298753 -1.436076 -0.247 -0.476 0.563
H 6.475345 3.170173 -0.923462 -0.397 0.541 -0.036
H 5.517423 1.460723 0.447990 0.093 -0.269 -0.121
H 2.685986 -0.921796 -0.733684 0.138 -0.079 -0.119
H 4.278866 -2.737426 -1.217184 -0.077 -0.266 0.117
H 6.027099 -3.352459 0.485609 -0.120 0.144 -0.208
H 6.494851 -1.843140 2.360924 -0.288 0.096 -0.246
H 5.073700 0.169789 2.670575 -0.116 -0.005 0.254
C -5.839361 -3.250201 -3.060234 -0.394 0.148 -0.187
C -4.431454 -2.747159 -3.386032 0.195 0.908 0.100
C -4.183488 -1.748289 -4.378927 -0.360 -0.704 0.465
C -2.963492 -1.087786 -4.475420 -0.132 0.217 0.467
C -1.976315 -1.400485 -3.534953 0.109 -0.393 0.060
C -2.102340 -2.542102 -2.732968 0.038 0.598 0.340
C -3.339090 -3.182999 -2.619576 -0.075 0.266 -0.523
S -0.580470 -0.297762 -3.305924 -0.377 -0.286 -0.429
O -0.594524 0.639970 -4.420308 0.398 -0.433 0.831
O 0.587971 -1.135998 -2.976975 -1.231 1.492 -0.017
N -1.900286 1.933372 -1.526571 1.391 -0.222 -0.160
C -1.590316 3.261735 -1.122833 -0.493 0.311 1.330
C -2.270498 4.366206 -1.673816 0.821 -0.333 0.311
C -2.183666 5.604688 -1.057044 -0.177 -0.273 0.580
C -1.496581 5.742312 0.160449 0.634 0.102 0.241
C -0.780637 4.658540 0.626799 -0.609 -0.532 -0.535
N -0.859906 3.432612 0.033721 -0.396 0.933 -1.347
H -6.578937 -2.408397 -2.848841 1.137 -0.962 -0.215
H -5.813909 -3.937373 -2.182205 -0.046 0.579 -0.653
H -6.256491 -3.813073 -3.918670 0.172 0.236 0.421
H -4.997083 -1.480142 -5.050680 0.171 -0.013 0.071
H -2.759651 -0.317371 -5.224666 -0.277 -0.182 0.365
H -1.228140 -2.852356 -2.163775 -0.300 -0.052 0.114
H -3.480823 -4.005313 -1.921224 0.158 0.149 -0.094
H -2.835557 4.188401 -2.564637 -0.202 0.253 -0.336
H -2.710627 6.466069 -1.447069 -0.015 -0.117 -0.170
H -1.472718 6.667533 0.756775 -0.080 -0.442 -0.637
H -0.191787 4.691513 1.542788 -0.098 0.114 -0.186
```
Positions in Å, forces in eV/Å.

Computed properties:
Total energy, hartree: -3056.35685
Energy above the lowest of the compared OMol25 structures with the same formula, charge and spin, eV: 3.904
HOMO level, eV: -9.37
Net charge: +1

Taken from the Löwdin analysis, the atomic charges in e are:
1. Y 1.518
2. C -0.290
3. P 1.077
4. C -0.413
5. C -0.149
6. C -0.073
7. C -0.073
8. C -0.317
9. C -0.362
10. C -0.388
11. C -0.080
12. C -0.069
13. C -0.074
14. C -0.077
15. C -0.123
16. C -0.413
17. C -0.060
18. C -0.039
19. C -0.450
20. C -0.256
21. P 1.020
22. C -0.377
23. C -0.144
24. C -0.083
25. C -0.067
26. C -0.068
27. C -0.056
28. C -0.384
29. C -0.094
30. C -0.069
31. C -0.071
32. C -0.061
33. C -0.087
34. N -0.130
35. H 0.094
36. H 0.078
37. H 0.091
38. H 0.126
39. H 0.115
40. H 0.108
41. H 0.081
42. H 0.084
43. H 0.096
44. H 0.111
45. H 0.105
46. H 0.087
47. H 0.113
48. H 0.114
49. H 0.087
50. H 0.109
51. H 0.070
52. H 0.119
53. H 0.117
54. H 0.117
55. H 0.092
56. H 0.099
57. H 0.113
58. H 0.113
59. H 0.116
60. H 0.101
61. C -0.050
62. C -0.240
63. C -0.024
64. C -0.057
65. C -0.294
66. C -0.050
67. C -0.028
68. S 0.793
69. O -0.338
70. O -0.338
71. N -0.050
72. C -0.216
73. C 0.029
74. C -0.008
75. C -0.037
76. C -0.112
77. N -0.050
78. H 0.101
79. H 0.081
80. H 0.084
81. H 0.117
82. H 0.118
83. H 0.110
84. H 0.110
85. H 0.115
86. H 0.124
87. H 0.127
88. H 0.114